Entry 1:
{
  "formula": "C5H9N2O",
  "method": "ωB97M-V/def2-TZVPD",
  "symbols": ["C", "C", "C", "C", "C", "N", "N", "O", "H", "H", "H", "H", "H", "H", "H", "H", "H"],
  "positions_angstrom": [[1.74251, 2.12117, -0.67984], [0.13565, 1.72191, 0.60873], [-0.71041, -1.24191, -1.18905], [-0.85492, -1.08104, 1.24937], [0.15934, -0.87278, 0.10288], [1.46529, 0.85229, -0.90862], [0.60018, 0.51362, -0.04191], [0.92886, 2.67157, 0.16593], [2.55249, 2.73728, -1.09781], [-0.81999, 1.71543, 1.08617], [-1.37295, -2.11765, -0.86690], [-0.15159, -1.69349, -1.95890], [-1.24088, -0.34891, -1.47450], [-0.64642, -0.55097, 2.13557], [-0.77376, -2.10929, 1.51197], [-1.98886, -0.80353, 1.16070], [0.97546, -1.51369, 0.19620]],
  "forces_ev_per_angstrom": [[1.70, -1.18, -2.64], [1.51, -4.87, -2.12], [0.02, -1.51, 2.24], [-1.35, 1.05, -0.04], [-4.67, 0.34, -1.25], [3.90, 1.45, -1.10], [-3.64, 3.87, 3.39], [-2.17, 0.31, 1.91], [-0.68, -0.54, 0.05], [-0.03, 0.83, 0.74], [0.47, 1.61, -0.40], [0.98, 0.14, -1.20], [-0.48, -0.06, -0.32], [1.00, 0.67, 1.29], [-0.26, -0.86, 0.15], [2.09, -0.62, -0.96], [1.61, -0.63, 0.26]],
  "mulliken_charge": [0.048, 0.019, -1.206, -1.693, 0.454, -0.816, 0.801, -0.212, 0.394, 0.414, 0.359, 0.386, 0.354, 0.537, 0.432, 0.375, 0.354],
  "homo_energy_ha": -0.5703,
  "spin_multiplicity": 1,
  "homo_lumo_gap_ev": 10.558,
  "smiles": "CC(C)[n+]1cocn1",
  "total_charge": 1
}

Entry 2:
{
  "formula": "C5H9N2O2S",
  "method": "ωB97M-V/def2-TZVPD",
  "symbols": ["C", "C", "C", "C", "C", "N", "N", "O", "O", "S", "H", "H", "H", "H", "H", "H", "H", "H", "H"],
  "positions_angstrom": [[-0.33032, 1.80945, -0.74023], [0.15756, 1.12091, 0.31933], [-1.98224, 0.31539, 0.32717], [-3.12624, -0.41878, 0.85805], [2.48612, 0.70651, 0.15288], [-0.82300, 0.30438, 0.93317], [2.45942, -0.30056, -0.80869], [2.67640, 1.94827, -0.12786], [2.67316, 0.32916, 1.37100], [-2.17055, 1.35216, -0.96794], [0.22768, 2.41581, -1.37479], [-3.42287, -0.04025, 1.87838], [-4.10513, -0.47103, 0.31362], [-2.84764, -1.49435, 0.94710], [2.02079, -0.07696, -1.65727], [-0.64488, -0.18835, 1.73561], [2.14132, -1.24072, -0.56689], [2.77673, 2.04649, -1.06071], [2.41739, 1.06915, 2.04968]],
  "forces_ev_per_angstrom": [[-2.40, -2.41, 1.94], [0.44, 0.04, -0.06], [-1.89, 0.41, -0.09], [-2.00, -1.76, 1.40], [-1.86, -2.20, -0.61], [0.50, 2.54, -3.66], [0.59, 0.72, 1.97], [0.74, 0.25, 0.35], [-0.28, 1.13, 2.27], [2.73, 0.56, 0.08], [0.24, 1.11, -1.15], [0.55, -0.40, -0.86], [1.24, 0.61, -0.10], [-0.09, 0.64, 0.26], [-0.36, 0.84, -1.32], [0.37, -1.52, 2.19], [0.47, 0.57, 0.74], [0.19, 0.55, -1.37], [0.82, -1.68, -1.97]],
  "mulliken_charge": [-0.457, -0.261, 0.631, -1.132, 0.549, -0.004, -0.479, -0.342, -0.467, -0.094, 0.458, 0.313, 0.377, 0.322, 0.299, 0.176, 0.285, 0.384, 0.442],
  "homo_energy_ha": -0.4515,
  "spin_multiplicity": 1,
  "homo_lumo_gap_ev": 9.129,
  "total_charge": 1
}

Entry 3:
{
  "formula": "C5H9N2OS",
  "method": "ωB97M-V/def2-TZVPD",
  "symbols": ["C", "C", "C", "C", "C", "N", "N", "O", "S", "H", "H", "H", "H", "H", "H", "H", "H", "H"],
  "positions_angstrom": [[0.72734, -0.72919, -0.50189], [0.00724, 2.35280, -2.07320], [0.10504, -0.30627, 0.89400], [-1.36209, -0.31783, 0.74530], [0.50810, -1.38049, 1.93894], [0.43884, 0.16427, -1.57988], [0.07874, 1.42496, -1.31215], [1.30273, -1.76354, -0.61044], [0.81223, 1.26109, 1.28545], [-0.40924, 3.32244, -1.77122], [0.03772, 2.16263, -3.14399], [-1.76608, 0.70406, 0.65199], [-1.85130, -0.77950, 1.55481], [-1.55162, -0.88956, -0.05718], [-0.27482, -2.15984, 2.11708], [0.94361, -0.84910, 2.86151], [1.40014, -2.00409, 1.49526], [0.85342, -0.21285, -2.49439]],
  "forces_ev_per_angstrom": [[-0.09, 0.80, -0.45], [-1.75, 3.50, -3.86], [1.28, -0.52, 0.46], [-0.77, 3.31, 1.54], [3.32, -0.92, 0.34], [1.20, -2.37, -0.58], [1.41, -3.63, 5.00], [-0.18, 0.38, -0.75], [-0.60, -0.30, -0.97], [0.61, -0.35, 0.24], [0.43, 0.23, -0.25], [-0.09, -0.57, -0.35], [-0.42, -0.39, 1.22], [-1.25, -1.82, -3.12], [0.40, 1.25, 0.14], [-1.07, -1.25, -0.95], [-1.56, 1.37, 0.95], [-0.88, 1.29, 1.38]],
  "mulliken_charge": [0.049, -0.331, 1.323, -1.724, -1.148, -0.062, -0.163, -0.478, 0.304, 0.272, 0.252, 0.377, 0.472, 0.487, 0.378, 0.303, 0.340, 0.349],
  "homo_energy_ha": [-0.5401, -0.5377],
  "spin_multiplicity": 1,
  "homo_lumo_gap_ev": [6.450, 6.696],
  "smiles": "C=[N+]=[NH+]C(=O)C(C)(C)[S-]",
  "total_charge": 1
}

Entry 4:
{
  "formula": "C5H9N2OS",
  "method": "ωB97M-V/def2-TZVPD",
  "symbols": ["C", "C", "C", "C", "C", "N", "N", "O", "S", "H", "H", "H", "H", "H", "H", "H", "H", "H"],
  "positions_angstrom": [[4.04734, 0.36590, 0.46813], [-3.17022, 2.02374, -0.04181], [2.84836, 0.90062, 0.25490], [0.77551, -0.47616, -0.05026], [-0.93426, -2.49380, -0.51208], [-2.04522, 1.56686, 0.27406], [1.73353, 0.16162, 0.11471], [-1.21809, -0.84355, 1.52257], [-1.06409, -0.75887, 0.10162], [4.91503, 0.99315, 0.57527], [4.19288, -0.69964, 0.54077], [-3.71192, 1.54514, -0.84825], [-3.66134, 2.87527, 0.42564], [2.67115, 1.96683, 0.17342], [-1.94425, -2.89280, -0.52445], [-0.32115, -3.09879, 0.14535], [-0.53646, -2.48814, -1.52067], [-1.59906, 2.05537, 1.04923]],
  "forces_ev_per_angstrom": [[-0.36, -0.09, -0.03], [-0.43, 0.26, -0.13], [1.77, 1.27, 0.24], [1.55, 1.38, 0.01], [0.09, 0.27, 0.28], [0.51, 0.39, 0.45], [-2.64, -2.22, -0.52], [-0.54, 0.20, 1.14], [0.37, -1.88, -1.41], [0.04, 0.18, -0.01], [-0.04, -0.15, 0.01], [-0.13, -0.09, -0.17], [0.07, 0.05, 0.11], [0.05, -0.05, 0.01], [-0.17, 0.14, 0.04], [0.08, 0.00, 0.13], [0.05, 0.09, -0.21], [-0.28, 0.24, 0.06]],
  "mulliken_charge": [-0.657, -0.250, 0.141, 0.137, -1.045, -0.410, 0.082, -0.453, 0.787, 0.280, 0.265, 0.222, 0.244, 0.338, 0.363, 0.368, 0.392, 0.195],
  "homo_energy_ha": -0.4862,
  "spin_multiplicity": 1,
  "homo_lumo_gap_ev": 8.293,
  "total_charge": 1
}

Entry 5:
{
  "formula": "C5H9N2OS",
  "method": "ωB97M-V/def2-TZVPD",
  "symbols": ["C", "C", "C", "C", "C", "N", "N", "O", "S", "H", "H", "H", "H", "H", "H", "H", "H", "H"],
  "positions_angstrom": [[0.97975, 0.30989, -0.64787], [-2.69929, 1.36511, -1.67398], [0.46455, -0.36171, 0.62626], [0.84813, -1.83925, 0.62460], [0.96735, 0.37810, 1.85711], [-0.09662, 0.71049, -1.43630], [-1.30996, 0.47184, -0.95796], [2.11791, 0.45765, -0.95400], [-1.38560, -0.22899, 0.51205], [-3.59918, 0.95171, -1.26704], [-2.49712, 1.53494, -2.70995], [0.57722, -2.31982, -0.31550], [0.36184, -2.36173, 1.44560], [1.92689, -1.92765, 0.74796], [0.63057, 1.41358, 1.86655], [2.05565, 0.38102, 1.84591], [0.63306, -0.11188, 2.76693], [0.02486, 1.17671, -2.33036]],
  "forces_ev_per_angstrom": [[-0.29, -0.24, 0.43], [3.90, -2.44, 2.23], [-0.08, -0.13, 0.19], [0.11, -0.08, -0.15], [0.02, 0.22, 0.01], [0.40, 0.22, -0.45], [-4.45, 3.05, -3.06], [0.18, 0.06, -0.07], [0.40, -0.37, 0.73], [-0.24, -0.15, 0.25], [0.22, 0.09, -0.40], [-0.06, -0.04, 0.04], [0.00, -0.01, 0.04], [0.03, 0.07, 0.01], [-0.03, 0.02, 0.03], [0.07, -0.08, -0.04], [-0.05, -0.06, 0.08], [-0.12, -0.10, 0.12]],
  "mulliken_charge": [0.070, -0.325, 1.095, -1.415, -1.474, -0.043, 0.091, -0.476, 0.154, 0.308, 0.328, 0.390, 0.427, 0.367, 0.414, 0.374, 0.429, 0.288],
  "homo_energy_ha": [-0.4914, -0.5405],
  "spin_multiplicity": 1,
  "homo_lumo_gap_ev": [7.620, 8.750],
  "smiles": "C=[N+]1NC(=O)C(C)(C)S1",
  "total_charge": 1
}

Entry 6:
{
  "formula": "C5H9N2S",
  "method": "ωB97M-V/def2-TZVPD",
  "symbols": ["C", "C", "C", "C", "C", "N", "N", "S", "H", "H", "H", "H", "H", "H", "H", "H", "H"],
  "positions_angstrom": [[-1.56925, 0.77353, -1.41876], [-1.58144, 0.00264, -0.25559], [0.48560, 0.37418, -0.69524], [-2.71772, -0.71923, 0.44673], [3.45723, -0.03321, 1.14716], [-0.27852, -0.22719, 0.12137], [-0.25575, 1.03522, -1.62662], [3.34995, -0.17267, -0.64661], [-2.26191, 0.87013, -2.13558], [-3.75959, -0.18241, 0.34457], [-2.86588, -1.73643, 0.03024], [-2.66598, -0.82895, 1.46089], [4.54243, 0.13293, 1.39387], [3.29139, -0.98080, 1.83180], [2.93158, 0.77702, 1.50547], [-0.21051, -0.62331, 1.02071], [0.10840, 1.53854, -2.52440]],
  "forces_ev_per_angstrom": [[1.76, -2.32, 4.47], [-2.86, 0.13, -1.16], [5.22, 1.87, -2.58], [-2.48, 0.86, -3.26], [2.15, -3.53, 0.81], [-3.30, 0.10, 0.43], [2.59, 0.25, -1.89], [-2.46, 0.50, 1.06], [-2.59, 0.93, -2.12], [2.17, -0.80, -0.27], [0.18, 0.55, 0.07], [0.88, -0.12, 2.80], [-0.65, 0.27, -0.63], [-0.30, 1.56, -1.89], [-1.11, 1.85, 0.65], [1.39, -0.69, 0.90], [-0.58, -1.42, 2.61]],
  "mulliken_charge": [-0.521, 0.436, -0.129, -1.254, -0.750, 0.039, -0.075, 0.218, 0.449, 0.302, 0.302, 0.424, 0.343, 0.304, 0.339, 0.257, 0.318],
  "homo_energy_ha": [-0.4874, -0.4861],
  "spin_multiplicity": 1,
  "homo_lumo_gap_ev": [6.392, 6.307],
  "total_charge": 1
}

The calculation returns the following ΔE to the lowest compared entry with this formula, charge and spin values, one per record and in order: 78.55, 32.55, 128.55, 114.78, 115.30, 101.66 kcal per mole.